Density functional theory data (the ωB97M-V functional and the def2-TZVPD basis) for the molecule C5H13NO in a non-equilibrium geometry.

Summary:
gap between HOMO and LUMO	9.8	eV
energy	-8932.0934	eV
relative energy (zero: lowest compared OMol25 entry of this formula, charge and spin)	1.917	eV
SMILES	CNCCCCO

Each line ends with the Löwdin charge.
Element x y z (Å)
1 C -0.678 -1.027 -1.351  -0.271
2 O -1.520 -2.205 -1.396  -0.080
3 C -1.170 -0.062 -0.304  -0.205
4 C -0.430 1.307 -0.313  -0.188
5 C 1.078 1.061 -0.192  -0.252
6 C 1.000 0.615 2.326  -0.131
7 N 1.640 0.338 1.013  -0.116
8 H -0.589 -0.631 -2.359  0.123
9 H 0.335 -1.329 -1.078  0.104
10 H -1.148 -2.807 -0.742  0.079
11 H -2.226 0.142 -0.539  0.109
12 H -1.275 -0.451 0.767  0.131
13 H -0.708 1.695 0.678  0.082
14 H -0.635 1.920 -1.202  0.120
15 H 1.505 2.058 -0.176  0.095
16 H 1.500 0.491 -1.063  0.112
17 H 0.214 1.409 2.269  0.071
18 H 1.753 0.951 3.023  0.065
19 H 0.506 -0.305 2.674  0.069
20 H 2.591 0.688 1.035  0.083



Density functional theory data (the ωB97M-V functional and the def2-TZVPD basis) for the ion C4H11N2O2 with charge +1 in a non-equilibrium geometry.

Summary:
gap between HOMO and LUMO	10.1	eV
energy	-11393.6481	eV
net charge	+1
relative energy (zero: lowest compared OMol25 entry of this formula, charge and spin)	2.475	eV
SMILES	[NH3+]CCNCC(=O)O

Each line ends with the Löwdin charge.
Element x y z (Å)
1 N 1.209 -1.576 0.893  0.120
2 C -0.234 -1.379 1.386  -0.110
3 C -1.236 -0.740 0.249  -0.175
4 N -0.557 -0.191 -0.879  -0.074
5 C -0.765 1.312 -1.178  -0.059
6 C 0.400 1.941 -0.575  -0.537
7 O 0.970 2.972 -1.214  0.074
8 O 1.130 1.446 0.272  0.043
9 H 1.319 -0.787 0.166  0.137
10 H 1.920 -1.482 1.733  0.215
11 H 1.382 -2.512 0.369  0.199
12 H -0.307 -0.752 2.296  0.119
13 H -0.667 -2.456 1.700  0.158
14 H -1.690 0.057 0.689  0.077
15 H -1.993 -1.533 -0.016  0.138
16 H -0.469 -0.692 -1.738  0.115
17 H -0.595 1.561 -2.316  0.176
18 H -1.787 1.775 -1.036  0.157
19 H 1.970 3.037 -0.799  0.228



> Number 2 is which compound?

C4H11N2O2



> Which formula does entry 1 have?

C5H13NO